1.
2 unconnected molecules or ions with the total composition C8H5BrCl2. Source: the OMol25 dataset; level of theory: the ωB97M-V functional and the def2-TZVPD basis.

```
! wB97M-V def2-TZVPD RIJCOSX def2/J DEFGRID3
* xyz 0 1
C 1.173 -1.289 0.160
C 2.389 -0.649 0.271
C 0.026 -0.521 0.239
C 2.388 0.725 0.230
C -0.025 0.869 0.093
C 1.256 1.498 -0.077
C -1.543 1.293 0.096
C -2.785 1.296 0.095
Cl -4.371 1.585 -0.075
Cl 1.471 3.213 -0.333
Br -3.809 -2.241 -0.359
H 1.235 -2.317 0.224
H 3.273 -1.102 0.388
H -0.985 -0.868 0.300
H 3.405 1.122 0.334
H -3.097 -2.614 -1.584
*
```

Relative energy (zero: lowest compared OMol25 entry of this formula, charge and spin) ... 135.84 kJ/mol
HOMO ... -0.331 hartree
Total energy ... -103461.085 eV
SMILES string ... ClC#Cc1ccccc1Cl.Br
HOMO-LUMO gap ... 9.42 eV

Here are the natural (NBO) charges for atoms 1 to 5, given in e: -0.209 -0.180 -0.181 -0.231 -0.087

=====

2.
A molecular structure, C23H57BrNNbO10PS. Source: the OMol25 dataset; level of theory: the ωB97M-V functional and the def2-TZVPD basis.

```
! wB97M-V def2-TZVPD RIJCOSX def2/J DEFGRID3
* xyz -1 1
C 4.601 -0.796 2.983
C 3.429 -1.562 3.600
O 2.847 -0.869 4.699
C 2.403 -1.924 2.518
Nb 0.579 -0.725 2.055
C -0.783 1.027 1.800
C -0.705 2.180 2.732
N -0.407 3.398 2.500
C -0.965 -2.400 1.759
C -2.089 -2.416 2.667
O -3.164 -1.947 2.598
Br -1.723 -3.491 4.332
P 1.176 -0.671 -0.569
S -0.385 -1.131 -1.757
H 4.211 -0.009 2.320
H 5.224 -0.329 3.758
H 5.249 -1.457 2.393
H 3.823 -2.480 4.061
H 2.778 0.070 4.462
H 2.935 -1.977 1.552
H 1.973 -2.925 2.702
H 1.776 0.623 2.353
H 0.078 -0.661 3.771
H -1.746 0.492 1.901
H -0.668 1.398 0.766
H -0.926 1.946 3.784
H -0.235 3.544 1.499
H -0.381 -3.322 1.839
H -1.359 -2.254 0.737
H 1.725 0.573 -0.933
H 2.300 -1.458 -0.884
C 1.940 -5.014 5.178
O 2.734 -5.470 4.095
C 3.727 -6.407 4.449
C 3.325 -7.818 4.074
O 2.215 -8.278 4.821
C 0.982 -8.192 4.133
H 1.138 -4.416 4.753
H 1.511 -5.848 5.740
H 2.523 -4.387 5.860
H 3.932 -6.361 5.526
H 4.649 -6.148 3.917
H 4.162 -8.497 4.263
H 3.097 -7.846 3.002
H 0.949 -8.893 3.291
H 0.794 -7.184 3.757
H 0.204 -8.460 4.845
C -0.755 3.249 -2.040
O -1.132 4.117 -0.989
C -1.717 5.333 -1.405
C -3.223 5.303 -1.242
O -3.832 4.360 -2.104
C -4.170 3.137 -1.473
H -0.475 2.303 -1.581
H -1.570 3.069 -2.744
H 0.109 3.648 -2.585
H -1.468 5.539 -2.454
H -1.306 6.140 -0.791
H -3.633 6.291 -1.474
H -3.458 5.070 -0.197
H -4.978 3.278 -0.746
H -3.314 2.692 -0.961
H -4.511 2.462 -2.255
C -4.529 -2.552 -0.250
O -4.932 -3.504 -1.223
C -5.888 -3.026 -2.138
C -5.266 -2.594 -3.451
O -4.455 -1.448 -3.312
C -3.063 -1.714 -3.240
H -3.712 -2.994 0.313
H -4.187 -1.626 -0.717
H -5.343 -2.323 0.445
H -6.438 -2.177 -1.712
H -6.603 -3.833 -2.331
H -6.064 -2.355 -4.162
H -4.683 -3.430 -3.859
H -2.686 -2.091 -4.198
H -2.826 -2.439 -2.458
H -2.569 -0.774 -3.007
C 4.394 6.793 -5.919
O 3.974 5.637 -5.229
C 3.536 5.883 -3.903
C 2.029 5.902 -3.795
O 1.460 6.993 -4.501
C 0.884 6.635 -5.739
H 4.591 6.493 -6.947
H 3.628 7.573 -5.910
H 5.315 7.204 -5.489
H 3.935 6.840 -3.546
H 3.930 5.089 -3.263
H 1.746 5.998 -2.743
H 1.622 4.957 -4.171
H -0.005 6.009 -5.601
H 1.592 6.096 -6.375
H 0.588 7.561 -6.230
*
```

Relative energy (zero: lowest compared OMol25 entry of this formula, charge and spin) ... 0.00 kJ/mol
HOMO ... -0.192 hartree
Total energy ... -138449.683 eV
HOMO-LUMO gap ... 6.41 eV

Here are the Mulliken charges for atoms 1 to 5, given in e: -1.534 0.603 -0.553 -0.498 -0.615

=====

3.
A gas-phase ion, C5H8N (charge +1). Source: the OMol25 dataset; level of theory: the ωB97M-V functional and the def2-TZVPD basis.

```
! wB97M-V def2-TZVPD RIJCOSX def2/J DEFGRID3
* xyz 1 1
C 2.388 0.021 0.482
C -0.710 -0.242 0.591
C 1.468 0.252 -0.690
C 0.019 0.493 -0.356
C -1.982 -0.678 1.034
N 2.047 -0.416 1.549
H 3.318 -0.040 0.065
H 1.756 1.232 -1.067
H 1.781 -0.554 -1.296
H -0.505 0.656 -1.425
H 0.055 1.489 -0.089
H -2.128 -1.026 2.035
H -2.234 -1.656 0.448
H -2.797 0.097 0.723
*
```

Relative energy (zero: lowest compared OMol25 entry of this formula, charge and spin) ... 702.10 kJ/mol
HOMO (spin up / spin down) ... -0.504 / -0.544 hartree
Total energy ... -6790.812 eV
HOMO-LUMO gap (spin up / spin down) ... 7.41 / 7.91 eV

Here are the natural (NBO) charges for atoms 1 to 5, given in e: -0.035 0.704 -0.406 -0.683 -0.853

=====

| no. | molecular weight (g mol⁻¹) | F_max (eV/Å) |
| --- | --- | --- |
| 1 | 251.938 | 4.705 |
| 2 | 743.557 | 1.175 |
| 3 | 82.126 | 4.304 |